No. 1
# C25H49Cl3LuN5O3Si

C25H49Cl3LuN5O3Si as an isolated structure (the ωB97M-V functional and the def2-TZVPD basis, the Open Molecules 2025 dataset).

Each line ends with the Mulliken charge.
Element x y z (Å)
1 Lu 1.802 0.405 -3.528  0.84
2 Cl -1.659 -1.680 -6.645  -0.29
3 Cl 3.232 -0.768 -1.891  -0.63
4 Cl 3.258 2.457 -3.665  -0.65
5 Si -2.737 -0.016 -6.233  0.64
6 O 0.232 -1.194 -2.990  -0.34
7 O 2.197 -0.013 -5.391  -0.03
8 O 0.049 1.803 -3.040  -0.45
9 N -0.769 3.931 -2.805  0.25
10 N -0.206 0.339 0.694  -0.45
11 N -1.763 0.296 2.521  0.16
12 N -0.925 -2.638 -1.643  0.23
13 N 0.476 -0.263 2.834  -0.01
14 C 0.555 2.341 -9.522  -0.48
15 C 2.027 2.102 -7.599  -0.41
16 C 2.217 -3.622 -8.701  -1.52
17 C -1.865 0.854 3.861  -1.21
18 C -0.072 -1.634 -1.841  0.08
19 C -0.508 0.138 1.946  0.60
20 C -2.168 3.512 -2.758  -0.43
21 C 1.467 2.892 -8.612  -0.68
22 C 1.830 -0.268 2.323  -0.79
23 C -1.549 -3.313 -2.776  -0.98
24 C 2.278 -2.199 -8.263  0.00
25 C -1.566 1.468 -6.197  -0.57
26 C 0.719 0.246 -8.357  0.08
27 C 0.123 1.033 -9.338  -1.13
28 C 0.191 -1.347 3.761  -1.19
29 C 2.446 -1.783 -6.999  0.43
30 C -3.236 -0.259 -4.447  -0.11
31 C -3.938 0.178 -7.659  -1.10
32 C -1.222 -3.166 -0.316  -0.72
33 C 0.201 3.040 -2.800  -0.06
34 C 2.596 -2.742 -5.844  -1.21
35 C 2.573 -0.264 -6.706  -0.12
36 C -0.453 5.351 -2.925  -0.84
37 C -2.896 0.625 1.685  -1.12
38 C 1.796 0.710 -7.615  0.21
39 H 2.630 2.536 -6.803  0.46
40 H -4.943 -0.219 -7.471  0.35
41 H 0.388 -1.196 -0.945  0.14
42 H -2.011 1.947 3.835  0.34
43 H 2.234 -1.466 -9.072  0.50
44 H 1.802 -3.501 -5.870  0.29
45 H -1.346 5.928 -2.684  0.28
46 H 0.383 -2.336 3.308  0.31
47 H 1.867 -3.667 -9.733  0.39
48 H 3.568 -3.246 -5.902  0.28
49 H -0.698 1.272 -5.556  -0.09
50 H 3.638 0.003 -6.883  0.35
51 H -2.726 -1.111 -3.981  -0.49
52 H 2.555 -2.246 -4.870  0.09
53 H -3.506 -0.406 -8.485  0.27
54 H 1.537 -4.236 -8.097  0.28
55 H 0.152 2.946 -10.330  0.38
56 H -0.993 0.752 0.186  -0.02
57 H -2.762 4.423 -2.666  0.36
58 H -0.883 -3.306 -3.642  0.32
59 H -2.357 2.873 -1.885  0.15
60 H 1.198 3.449 -2.572  0.35
61 H 0.365 5.618 -2.240  0.33
62 H 2.017 -1.107 1.630  0.30
63 H -2.444 2.984 -3.679  -0.01
64 H 2.001 0.667 1.779  0.29
65 H 0.348 -0.761 -8.157  0.65
66 H 0.858 -1.241 4.629  0.35
67 H 3.212 -4.084 -8.662  0.31
68 H -2.502 -2.836 -3.036  0.33
69 H -0.963 0.636 4.432  0.43
70 H -2.737 0.412 4.366  0.34
71 H 2.513 -0.336 3.177  0.27
72 H -2.096 2.330 -5.779  0.38
73 H 1.751 3.941 -8.695  0.41
74 H -1.154 1.745 -7.177  0.19
75 H -0.845 -1.309 4.096  0.44
76 H -2.805 0.083 0.737  0.34
77 H -1.705 -2.408 0.312  0.18
78 H -2.940 0.655 -3.908  -0.06
79 H -0.681 0.623 -9.945  0.37
80 H -4.311 -0.420 -4.312  0.47
81 H -2.960 1.707 1.476  0.34
82 H -0.141 5.586 -3.955  0.33
83 H -4.063 1.237 -7.947  0.34
84 H -1.896 -4.008 -0.448  0.36
85 H -1.763 -4.335 -2.460  0.42
86 H -3.815 0.314 2.196  0.32
87 H -0.315 -3.507 0.196  0.28

Properties
Frontier orbital gap   8.0 eV
Energy   -4387.3609 hartree
Lowest unoccupied orbital energy   0.0929 eV
Multiplicity   1
Net charge   0
HOMO   -7.945 eV
Maximum force   1.68 eV Å⁻¹


No. 2
# C25H49F13NO9P2S2

A 3-piece molecular cluster, C25H49F13NO9P2S2 overall (the ωB97M-V functional and the def2-TZVPD basis, the Open Molecules 2025 dataset).

Each line ends with the Mulliken charge.
Element x y z (Å)
1 S 6.947 -2.155 -0.430  -0.04
2 S -1.470 -2.293 0.249  1.35
3 P -4.931 0.412 -4.903  1.02
4 P -3.968 3.675 4.499  1.04
5 F -1.905 -1.433 -0.994  -0.22
6 F -2.112 -3.564 -0.410  -0.30
7 F 2.549 -0.034 1.720  -0.32
8 F -1.630 0.202 0.967  -0.20
9 F 2.454 -1.883 -1.256  -0.30
10 F -0.085 -2.684 -0.417  -0.35
11 F 0.644 1.091 0.832  -0.29
12 F -0.527 -0.950 2.362  -0.27
13 F -1.124 -3.167 1.528  -0.33
14 F 1.756 -2.033 1.483  -0.34
15 F 0.478 -0.093 -0.926  -0.27
16 F 3.240 0.143 -0.806  -0.36
17 F -2.860 -1.947 0.936  -0.32
18 O -5.803 -0.701 -4.494  -0.77
19 O -3.536 0.773 -5.618  -0.25
20 O -4.777 2.287 4.560  -0.28
21 O -4.861 1.498 -3.718  -0.32
22 O -3.268 4.595 3.587  -0.76
23 O -5.813 1.254 -5.973  -0.34
24 O 7.941 -3.977 -2.129  -0.43
25 O -2.802 3.150 5.510  -0.34
26 O -4.854 4.508 5.540  -0.33
27 N 6.376 -3.745 -0.457  0.20
28 C -0.709 -0.761 1.065  0.74
29 C 7.191 -4.512 -1.378  0.84
30 C -2.973 -0.158 -6.574  -0.28
31 C -3.182 0.646 3.659  -0.46
32 C 8.778 -0.577 0.620  -0.39
33 C -7.002 0.709 -6.551  -0.29
34 C 7.981 -1.856 1.035  0.12
35 C 4.242 -1.733 0.243  -1.31
36 C -2.729 1.140 -2.559  -0.54
37 C 7.215 -1.582 2.339  -1.48
38 C -1.423 3.357 5.220  -0.25
39 C 0.580 -0.186 0.401  0.51
40 C 1.930 -0.856 0.845  0.42
41 C 10.050 -0.878 -0.191  -1.29
42 C 2.952 -1.081 -0.295  1.12
43 C -8.235 1.202 -5.825  -1.21
44 C 6.253 -4.366 0.888  -1.33
45 C 5.491 -1.068 -0.331  -0.75
46 C 6.993 -5.998 -1.367  -1.34
47 C -4.545 1.299 3.530  -0.53
48 C -3.753 -0.197 -7.874  -1.04
49 C -0.888 4.569 5.954  -1.25
50 C -7.174 4.385 4.749  -0.94
51 C -4.245 1.148 -2.477  -0.47
52 C -5.979 5.264 5.068  -0.33
53 H 7.231 -4.552 1.329  0.50
54 H -8.360 2.276 -5.975  0.29
55 H -8.050 4.995 4.527  0.40
56 H 9.868 -0.678 -1.245  0.32
57 H 5.923 -6.210 -1.447  0.39
58 H -8.152 1.035 -4.752  0.30
59 H -7.026 1.043 -7.591  0.36
60 H 10.821 -0.164 0.095  0.35
61 H -7.403 3.731 5.590  0.25
62 H -2.362 2.075 -2.984  0.37
63 H 5.622 -3.735 1.504  0.40
64 H 7.819 -0.947 2.981  0.53
65 H 5.811 -0.269 0.338  0.58
66 H -0.893 2.460 5.553  0.37
67 H -1.955 0.180 -6.759  0.34
68 H 7.103 -2.515 2.891  0.34
69 H 8.723 -2.646 1.140  0.61
70 H -4.572 1.892 -1.752  0.32
71 H 5.370 -0.689 -1.341  0.70
72 H -0.888 4.391 7.031  0.30
73 H -6.967 -0.380 -6.565  0.37
74 H 10.420 -1.893 -0.070  0.34
75 H -4.723 -0.677 -7.739  0.24
76 H -1.257 3.448 4.146  0.35
77 H -3.935 0.812 -8.243  0.26
78 H 7.509 -6.438 -2.211  0.34
79 H -6.232 5.963 5.862  0.31
80 H 6.236 -1.132 2.203  0.20
81 H 0.133 4.793 5.640  0.36
82 H 7.312 -6.444 -0.426  0.34
83 H -4.619 0.176 -2.142  0.30
84 H -1.512 5.444 5.773  0.31
85 H -2.916 -1.153 -6.128  0.31
86 H -3.008 0.319 4.684  0.33
87 H 8.932 0.078 1.471  0.57
88 H -6.978 3.746 3.886  0.23
89 H -5.686 5.851 4.193  0.29
90 H -3.108 -0.211 2.992  0.18
91 H -5.330 0.553 3.639  0.39
92 H -2.373 0.332 -3.201  0.24
93 H 4.248 -1.608 1.325  0.32
94 H -2.386 1.346 3.399  0.08
95 H 4.159 -2.795 0.030  0.48
96 H 8.113 -0.017 -0.051  0.18
97 H -3.202 -0.761 -8.627  0.42
98 H -4.662 1.759 2.545  0.29
99 H -2.294 1.007 -1.569  0.00
100 H 5.748 -5.326 0.808  0.44
101 H -9.129 0.695 -6.193  0.36

Properties
Frontier orbital gap   8.8 eV
Energy   -4491.0455 hartree
Lowest unoccupied orbital energy   -2.6355 eV
Multiplicity   1
Net charge   +1
HOMO   -11.431 eV
Maximum force   5.49 eV Å⁻¹


No. 3
# C25H49IO14S6

C25H49IO14S6 as an isolated structure (the ωB97M-V functional and the def2-TZVPD basis, the Open Molecules 2025 dataset).

Each line ends with the Mulliken charge.
Element x y z (Å)
1 I -0.660 -4.138 -3.951  0.07
2 S -8.559 5.068 1.479  1.15
3 S 2.944 -1.797 0.745  1.25
4 S -3.538 0.507 0.697  1.18
5 S -0.742 0.146 6.132  1.21
6 S 6.018 -0.265 -3.079  1.19
7 S 1.612 -0.942 -2.884  1.35
8 O -8.055 4.998 2.828  -0.66
9 O -9.810 5.722 1.190  -0.67
10 O 2.921 -1.816 -2.890  0.09
11 O 1.829 0.447 -2.736  -0.68
12 O -0.469 0.912 4.940  -0.68
13 O -0.308 -1.223 6.243  -0.75
14 O 1.308 -1.160 -4.448  -0.38
15 O 0.658 -1.576 -2.037  -0.45
16 O 2.135 -0.668 1.125  -0.78
17 O 3.271 -2.023 -0.636  -0.75
18 O -3.884 1.895 0.493  -0.63
19 O -4.494 -0.535 0.405  -0.73
20 O 6.465 -1.002 -1.924  -0.75
21 O 4.640 -0.289 -3.489  -0.52
22 C -7.544 3.435 -0.375  -0.68
23 C 1.786 -2.443 -4.885  0.45
24 C -2.917 0.308 2.376  -0.72
25 C -0.181 1.078 7.553  -0.75
26 C 3.443 -4.076 1.946  -0.58
27 C -1.447 -0.102 2.242  -0.08
28 C -0.928 0.485 0.924  -0.38
29 C -8.559 3.411 0.774  -0.63
30 C -1.533 -3.019 -6.895  -1.41
31 C -1.382 1.934 7.941  -0.56
32 C 4.454 -1.830 1.724  -0.73
33 C 4.336 -3.046 2.651  -0.62
34 C 2.533 -2.985 -3.656  -0.77
35 C -7.274 5.728 0.421  -0.74
36 C -0.165 -2.436 -6.484  -0.22
37 C 7.045 -0.683 -4.489  -0.75
38 C -2.500 0.262 6.502  -0.48
39 C -2.606 1.014 7.835  -0.69
40 C 0.615 -3.256 -5.450  -0.92
41 C 7.626 1.644 -4.032  -0.61
42 C 6.557 1.448 -2.950  -0.73
43 C -6.494 4.499 -0.036  -0.42
44 C 2.240 -3.296 1.425  -0.77
45 C -1.988 0.166 -0.126  -0.82
46 C 7.319 0.655 -5.165  -0.55
47 H -7.091 2.456 -0.518  0.33
48 H 7.962 -1.132 -4.107  0.37
49 H -3.024 1.268 2.881  0.33
50 H 6.943 1.618 -1.948  0.34
51 H 3.137 -4.876 2.619  0.39
52 H 1.041 -4.116 -5.972  0.42
53 H -1.270 2.345 8.942  0.35
54 H 0.036 0.066 0.654  0.03
55 H 3.984 -4.525 1.111  0.27
56 H -1.784 -2.609 -7.876  0.40
57 H 0.699 1.655 7.279  0.40
58 H 0.068 0.362 8.336  0.35
59 H 5.318 -3.456 2.884  0.36
60 H 4.534 -0.895 2.273  0.37
61 H -1.523 -4.108 -6.932  0.36
62 H 1.683 -3.812 0.646  0.38
63 H 0.454 -2.375 -7.385  0.30
64 H -6.678 6.443 0.983  0.41
65 H 2.519 -2.354 -5.693  0.41
66 H -1.485 2.768 7.243  0.29
67 H -2.599 0.301 8.662  0.29
68 H -1.981 -0.892 -0.389  0.33
69 H 8.144 0.582 -5.873  0.38
70 H 5.288 -1.924 1.029  0.28
71 H -2.292 -2.657 -6.203  0.37
72 H 6.433 0.984 -5.713  0.27
73 H -0.873 0.244 3.102  0.13
74 H 3.873 -2.749 3.594  0.30
75 H -3.520 -0.446 2.878  0.41
76 H -0.815 1.567 1.019  0.34
77 H 5.685 2.076 -3.121  0.39
78 H -3.539 1.573 7.893  0.35
79 H 7.639 2.673 -4.387  0.32
80 H -5.858 4.725 -0.889  0.37
81 H 3.493 -3.470 -3.843  0.37
82 H -8.263 2.721 1.561  0.34
83 H 6.515 -1.394 -5.119  0.37
84 H -2.910 -0.743 6.557  0.41
85 H 1.571 -3.007 2.236  0.38
86 H -1.370 -1.192 2.208  0.22
87 H -9.566 3.178 0.436  0.36
88 H 8.613 1.427 -3.619  0.30
89 H -0.353 -1.428 -6.115  0.27
90 H -2.972 0.811 5.689  0.18
91 H -7.762 6.225 -0.418  0.36
92 H -5.855 4.137 0.772  0.19
93 H 1.993 -3.679 -3.010  0.14
94 H -8.049 3.704 -1.306  0.31
95 H -1.914 0.774 -1.024  0.53

Properties
Frontier orbital gap   9.6 eV
Energy   -4722.0621 hartree
Lowest unoccupied orbital energy   0.3376 eV
Multiplicity   1
Net charge   0
HOMO   -9.281 eV
Maximum force   1.94 eV Å⁻¹


Among the records above, which one has the highest frontier orbital gap?
C25H49IO14S6